{
  "formula": "C27H29FN2O3SbSe5W",
  "method": "ωB97M-V/def2-TZVPD",
  "symbols": ["O", "C", "H", "C", "H", "H", "C", "C", "H", "H", "H", "C", "C", "Se", "H", "C", "H", "H", "H", "H", "C", "H", "H", "C", "W", "H", "C", "C", "H", "H", "H", "H", "O", "C", "Se", "C", "Se", "Se", "H", "C", "O", "Se", "C", "C", "N", "H", "N", "H", "C", "H", "C", "C", "H", "H", "C", "C", "C", "H", "H", "C", "C", "F", "H", "H", "Sb", "H", "C", "C", "C"],
  "xyz": [[0.5642, 2.1794, 1.6283], [0.4397, -2.0882, -2.0604], [-2.1316, 7.3654, 0.2559], [-1.8739, 5.3847, 4.2340], [1.6066, -0.1496, -3.5265], [-0.1334, -4.1569, 0.6039], [-2.9034, 7.2471, 2.9850], [1.8931, -2.4462, -2.2465], [-3.5794, 6.5343, -0.3287], [-3.6682, 8.0245, 2.9908], [2.0060, -3.5184, -2.4262], [-2.2676, 0.0701, -3.6076], [-2.3542, -3.1628, 0.2880], [0.9329, -1.2849, 2.1949], [-1.8322, 0.0368, -4.6055], [-3.1941, 6.3144, 1.8195], [-2.5336, 4.7944, -0.1956], [0.6044, -0.7549, -4.8484], [-2.6567, 7.1561, 5.1350], [0.6345, -4.6983, -0.8865], [-2.0122, 4.4900, 0.6986], [-3.3217, -0.1840, -3.7097], [-2.1972, 1.1022, -3.2499], [-3.6806, -1.0460, -1.3645], [-0.1062, 0.4316, 0.9039], [-1.8313, -3.0626, 1.2411], [-3.1554, 7.0852, 0.5076], [-1.5581, -0.8852, -2.6754], [1.3935, -3.4661, 0.1094], [-3.8790, 6.0718, 4.4954], [-3.7406, 7.9970, 0.6277], [-4.1861, 5.8754, 1.9617], [-1.6140, 3.3190, -1.7151], [-2.2555, -1.4820, -1.6228], [-2.2240, 0.3878, 1.8242], [-0.6648, 3.7324, 2.9328], [2.5305, 2.9054, -1.7324], [4.8336, -2.4720, 2.7987], [-1.9405, 7.7392, 2.8178], [2.0865, 1.4237, -0.9308], [-0.7938, 1.4749, -0.7444], [1.6948, -5.0927, 3.5345], [-1.5860, 4.7771, 2.9920], [-1.2234, 4.9321, 5.3508], [-2.2241, 5.1800, 1.8206], [2.4672, -2.2036, -1.3493], [1.7300, 0.4478, -0.3753], [-1.4247, 5.3749, 6.3188], [-0.3018, 3.8873, 5.2696], [2.3491, -1.9235, -3.0815], [-0.1955, -1.1339, -2.8545], [-0.0088, 3.2795, 4.0877], [0.1460, 0.6918, -3.9436], [-4.3975, -1.5967, -1.9830], [-1.6188, -2.4307, -0.8103], [-1.1832, 2.6926, -0.7585], [0.5803, -0.3021, -3.8515], [-3.8005, 0.0144, -1.5833], [0.6889, 2.4552, 4.0209], [-0.2751, -2.7481, -1.0530], [-2.8865, 6.4916, 4.3017], [0.2880, 3.4899, 6.4102], [-3.3670, -2.8005, 0.4297], [-2.4204, -4.2307, 0.0616], [2.6647, -2.9299, 3.6657], [-3.9663, -1.1771, -0.3245], [-0.3885, 3.0389, 1.6753], [0.4316, -3.8227, -0.2611], [-1.1654, 3.4221, 0.5718]],
  "forces_ev_per_angstrom": [[-0.3, 0.2, 0.1], [0.1, -0.1, 0.1], [0.0, 0.0, 0.0], [-0.1, 0.0, -0.2], [0.0, 0.0, 0.0], [0.0, 0.0, 0.0], [0.0, 0.0, 0.0], [0.0, 0.0, 0.0], [0.0, 0.0, 0.0], [0.0, 0.0, 0.0], [0.0, 0.0, 0.0], [0.0, 0.0, 0.0], [0.1, 0.0, 0.0], [-0.3, 0.3, -0.4], [0.0, 0.0, 0.0], [0.1, -0.1, 0.0], [-0.1, 0.0, 0.0], [0.0, 0.0, 0.0], [0.0, 0.0, 0.0], [0.0, 0.0, 0.0], [0.1, -0.1, -0.3], [0.0, 0.0, 0.0], [0.0, 0.0, 0.0], [0.0, 0.0, 0.0], [0.2, -2.1, 0.9], [0.0, 0.0, 0.0], [0.0, 0.0, 0.0], [0.0, 0.1, -0.1], [0.0, 0.0, 0.0], [0.0, 0.0, 0.0], [0.0, 0.0, 0.0], [0.0, 0.0, 0.0], [0.0, -0.5, 0.0], [-0.1, 0.0, 0.0], [0.3, 0.0, -0.3], [0.6, -0.6, -0.4], [0.3, 0.6, -0.3], [0.1, 0.0, 0.0], [0.0, 0.0, 0.0], [-0.2, -0.7, 0.3], [0.3, -0.2, -0.2], [-0.1, -0.1, -0.1], [-0.2, 0.1, 0.0], [0.1, 0.0, 0.2], [0.0, 0.2, 0.3], [0.0, 0.0, 0.0], [-0.5, 0.4, 0.0], [0.0, 0.0, 0.0], [-0.1, 0.1, 0.0], [0.0, 0.0, 0.0], [0.1, 0.1, 0.0], [0.0, 0.0, 0.1], [0.0, 0.0, 0.0], [0.0, 0.0, 0.0], [0.0, 0.0, 0.0], [-0.2, 1.1, -0.1], [0.0, 0.0, 0.0], [0.0, 0.0, 0.0], [0.0, 0.0, 0.0], [0.0, -0.1, 0.0], [0.0, 0.0, 0.0], [0.0, 0.0, 0.0], [0.0, 0.0, 0.0], [0.0, 0.0, 0.0], [0.1, 0.2, -0.1], [0.0, 0.0, 0.0], [-0.2, 1.1, 0.3], [-0.1, 0.1, 0.0], [0.0, -0.1, 0.1]],
  "nbo_charge": [-0.66, -0.02, 0.23, -0.02, 0.23, 0.23, -0.40, -0.64, 0.23, 0.22, 0.21, -0.65, -0.64, -0.41, 0.21, -0.02, 0.25, 0.20, 0.22, 0.21, 0.15, 0.20, 0.24, -0.64, 1.10, 0.23, -0.62, 0.01, 0.23, 0.22, 0.22, 0.20, -0.64, -0.02, -0.26, -0.05, -0.20, -0.56, 0.21, 0.17, -0.72, -0.61, 0.15, -0.23, -0.32, 0.24, -0.68, 0.23, 0.39, 0.21, -0.02, -0.24, 0.23, 0.20, -0.04, 0.81, -0.64, 0.22, 0.27, 0.07, -0.42, -0.32, 0.21, 0.21, 0.88, 0.22, 0.50, -0.67, -0.28],
  "e_tot_ha": -13796.0517,
  "gap_ha": [0.207, 0.199],
  "e_lumo_ha": [0.039, 0.015],
  "s_squared": 2.057,
  "e_above_lowest_kcal_mol": 64.9,
  "spin_multiplicity": 3,
  "total_charge": -1
}